# 1
The following is a DFT calculation (the ωB97M-V functional and the def2-TZVPD basis) of a molecular structure, C20H44N4O24S5 at a distorted geometry.

Spin multiplicity: 1
HOMO in eV: -9.563
Net charge: 0
Gap between HOMO and LUMO in eV: 9.41

```
97
C20H44N4O24S5 the ωB97M-V functional and the def2-TZVPD basis
C 19.011 4.251 -7.017
O 19.246 4.450 -8.194
N 18.441 5.205 -6.209
N 19.403 3.098 -6.361
H 18.149 6.028 -6.702
H 18.556 5.169 -5.213
H 20.087 2.573 -6.874
H 18.849 2.730 -5.612
C 22.185 10.734 -2.523
O 22.426 11.891 -2.289
N 23.104 9.676 -2.311
N 21.025 10.277 -3.077
H 24.061 9.972 -2.196
H 22.816 9.100 -1.531
H 20.280 10.894 -3.336
H 20.905 9.284 -2.999
C 25.359 9.048 -7.590
C 23.866 8.701 -7.840
O 23.582 9.263 -9.112
S 24.410 10.609 -9.272
O 23.853 11.669 -8.513
O 24.669 10.791 -10.647
O 25.709 10.054 -8.529
H 25.991 8.176 -7.762
H 25.561 9.321 -6.559
H 23.284 9.152 -7.035
H 23.738 7.625 -7.861
C 17.639 1.085 -1.801
C 17.160 1.589 -0.441
O 18.172 2.529 -0.037
S 19.412 2.514 -1.044
O 20.601 2.440 -0.309
O 19.214 3.512 -2.026
O 19.059 1.096 -1.666
H 17.298 1.807 -2.550
H 17.330 0.095 -2.116
H 17.147 0.804 0.317
H 16.184 2.065 -0.469
C 25.577 5.982 -0.994
C 24.601 6.416 0.079
O 25.135 5.903 1.306
S 26.737 5.874 1.220
O 27.209 4.652 1.740
O 27.237 7.111 1.694
O 26.853 5.878 -0.374
H 25.588 6.701 -1.815
H 25.297 5.066 -1.522
H 23.612 5.976 -0.034
H 24.479 7.501 0.115
C 19.938 6.607 1.581
C 20.290 5.573 0.551
O 20.244 6.266 -0.689
S 19.181 7.464 -0.601
O 18.053 7.195 -1.403
O 19.881 8.691 -0.751
O 18.806 7.269 0.930
H 20.634 7.451 1.626
H 19.731 6.219 2.570
H 19.484 4.837 0.549
H 21.256 5.115 0.737
C 29.034 8.483 -2.789
C 28.437 9.894 -2.908
O 27.222 9.774 -3.615
S 26.919 8.287 -4.093
O 27.408 8.098 -5.414
O 25.585 7.923 -3.792
O 27.965 7.592 -3.115
H 29.395 8.233 -1.797
H 29.833 8.354 -3.519
H 29.168 10.537 -3.407
H 28.309 10.402 -1.950
C 21.456 6.275 -3.672
C 22.077 4.899 -3.928
C 22.522 4.958 -5.404
O 22.325 6.284 -5.851
C 22.162 7.132 -4.723
H 21.702 6.597 -2.662
H 20.372 6.298 -3.800
H 21.405 4.075 -3.694
H 22.944 4.789 -3.270
H 21.852 4.303 -5.968
H 23.531 4.555 -5.534
H 21.637 8.066 -4.911
H 23.160 7.377 -4.337
C 24.353 1.370 -6.274
C 23.858 1.862 -7.654
C 25.085 1.877 -8.544
O 26.112 1.202 -7.814
C 25.617 0.611 -6.635
H 23.543 0.766 -5.866
H 24.555 2.201 -5.601
H 23.376 2.831 -7.509
H 23.053 1.203 -7.983
H 25.455 2.891 -8.701
H 24.903 1.378 -9.496
H 26.341 0.738 -5.829
H 25.436 -0.458 -6.788
```

Here are the Löwdin charges for atoms 1 to 8, given in e: -0.6774 0.0369 0.1574 0.1415 0.1037 0.0821 0.0933 0.0856



# 2
The following is a DFT calculation (the ωB97M-V functional and the def2-TZVPD basis) of 3 unconnected molecules or ions with the total composition C4H14NO2 at a distorted geometry.

Spin multiplicity: 1
HOMO in eV: -14.359
Net charge: +1
Gap between HOMO and LUMO in eV: 11.31

```
21
C4H14NO2 the ωB97M-V functional and the def2-TZVPD basis
C 2.388 -0.748 1.128
C 1.146 -0.172 1.835
C -0.113 -0.698 1.163
C -0.965 -1.614 1.591
N -0.192 -0.141 -0.212
H 2.622 -1.692 1.632
H 2.222 -1.129 0.116
H 3.264 -0.122 1.147
H 1.218 -0.449 2.887
H 1.042 0.915 1.889
H -0.795 -1.829 2.637
H -1.664 -2.122 0.948
H -0.580 0.808 -0.326
H -0.784 -0.657 -0.876
H 0.747 -0.133 -0.603
H -2.937 1.890 -1.255
H -2.841 1.115 -2.588
O -2.380 1.264 -1.739
H -0.316 1.128 -2.925
H 0.949 2.065 -2.636
O 0.463 1.271 -2.384
```

Here are the Löwdin charges for atoms 1 to 8, given in e: -0.0681 -0.1795 -0.3024 0.1266 0.1948 0.0913 0.0722 0.0811



# 3
The following is a DFT calculation (the ωB97M-V functional and the def2-TZVPD basis) of a gas-phase ion, CH4N4O4P (charge +1) at a distorted geometry.

Spin multiplicity: 1
HOMO (spin up / spin down) in eV: -14.179 / -14.180
Net charge: +1
Gap between HOMO and LUMO (spin up / spin down) in eV: 8.41 / 8.42

```
14
CH4N4O4P the ωB97M-V functional and the def2-TZVPD basis
C 0.634 0.615 0.804
N 1.603 1.459 0.881
N 0.536 -1.313 0.157
N -0.553 1.255 0.415
N -0.390 -2.100 0.586
O -1.820 0.009 -2.519
O 0.212 -0.782 -1.077
O -1.562 0.332 0.151
O -0.301 1.749 -0.860
P -1.033 0.315 -1.363
H 1.496 2.378 0.500
H -1.164 -2.051 -0.096
H 2.515 1.077 1.189
H -0.173 -2.942 1.233
```

Here are the Löwdin charges for atoms 1 to 8, given in e: -0.0764 0.2361 -0.0275 -0.1428 0.1443 -0.1194 -0.1606 -0.0791



Relative energy (zero: lowest compared OMol25 entry of this formula, charge and spin) per entry: 1.280, 1.435, 3.979 eV